The following is a DFT calculation (the ωB97M-V functional and the def2-TZVPD basis) of a molecular structure, C4H8O at a distorted geometry.

Last column: Mulliken charge in e.
Geometry (Å):
C (-0.31084, -1.86487, 0.02706)  -1.04
C (0.43229, 0.65565, -0.27898)  -0.02
C (0.53327, 1.65971, 0.80801)  -1.10
C (-0.43646, -0.48709, -0.53196)  0.39
O (-1.33891, 0.47114, -0.17552)  -0.54
H (-0.19260, -1.90244, 1.11106)  0.33
H (-1.18606, -2.43644, -0.28271)  0.26
H (0.57125, -2.30482, -0.45643)  0.31
H (1.12143, 0.86288, -1.11764)  0.27
H (0.07775, 2.56116, 0.36772)  0.25
H (1.55872, 1.92637, 1.08123)  0.38
H (-0.08612, 1.36349, 1.64637)  0.30
H (-0.44583, -0.53861, -1.63594)  0.20

## Properties
- Net charge: 0
- Energy relative to the best compared isomer or geometry (same formula, charge and spin): 74.3 kcal per mole

The following is a DFT calculation (the ωB97M-V functional and the def2-TZVPD basis) of 12 unconnected molecules or ions with the total composition C56H148N12O16 at a distorted geometry.

Last column: Mulliken charge in e.
Geometry (Å):
C (3.81573, -0.44627, 4.66230)  -0.48
O (4.16789, -1.80151, 4.48490)  -0.40
C (3.20999, -2.49343, 3.63689)  -0.37
C (3.48101, -4.02997, 3.60814)  1.02
C (3.69542, -4.66574, 5.01018)  -1.65
N (4.69622, -4.30832, 2.87744)  -0.76
H (4.39709, 0.09216, 5.41077)  0.36
H (2.76626, -0.34387, 4.93840)  0.22
H (3.94225, 0.09688, 3.72578)  0.12
H (2.19772, -2.39190, 4.02819)  0.07
H (3.08152, -2.15825, 2.60769)  0.42
H (2.59742, -4.50288, 3.17950)  -0.34
H (4.42083, -4.12259, 5.61588)  0.28
H (3.97365, -5.71909, 4.97632)  0.45
H (2.78846, -4.72215, 5.61212)  0.37
H (4.59673, -3.67996, 2.09299)  0.35
H (5.37945, -3.83584, 3.45196)  0.36
C (-2.47232, 1.00075, 7.30727)  -0.70
O (-1.41996, 0.34005, 6.52143)  -0.39
C (-1.43436, 0.66218, 5.15056)  -0.31
C (-2.53992, -0.11598, 4.35653)  0.43
C (-2.06804, -1.61425, 4.29626)  -0.20
N (-2.73314, 0.37273, 3.02164)  -0.39
H (-3.47299, 0.91296, 6.88413)  0.30
H (-2.22122, 2.04393, 7.49920)  0.26
H (-2.48950, 0.38543, 8.20682)  0.29
H (-1.59589, 1.72155, 4.95120)  0.42
H (-0.45030, 0.39527, 4.76522)  -0.23
H (-3.49168, -0.09541, 4.88741)  0.38
H (-2.18593, -2.11565, 5.25688)  0.62
H (-1.01226, -1.68593, 4.03492)  -0.34
H (-2.58312, -2.21787, 3.54897)  -0.34
H (-1.96205, 0.08951, 2.43401)  -0.47
H (-3.51123, -0.09949, 2.58383)  0.38
C (-8.16969, -1.29835, 0.68243)  -0.65
O (-8.79394, -0.12342, 0.42625)  -0.40
C (-7.89520, 0.95580, 0.30210)  -0.50
C (-8.67235, 2.06736, -0.34513)  0.45
C (-9.21226, 1.75606, -1.71275)  -1.41
N (-7.82326, 3.24285, -0.48667)  -0.75
H (-8.81459, -2.07275, 1.09777)  0.31
H (-7.41015, -1.22679, 1.46095)  0.26
H (-7.65035, -1.62261, -0.21937)  0.30
H (-7.68529, 1.23590, 1.33437)  0.36
H (-6.96448, 0.76361, -0.23167)  0.23
H (-9.50074, 2.44621, 0.25348)  0.25
H (-9.57628, 2.71221, -2.08874)  0.43
H (-10.02141, 1.02774, -1.65868)  0.34
H (-8.46733, 1.43122, -2.43914)  0.29
H (-7.18829, 3.46887, 0.26555)  0.25
H (-7.19055, 3.11912, -1.26415)  0.26
C (1.83935, 7.56783, 5.85476)  -0.85
O (2.39334, 7.46537, 4.58190)  -0.28
C (3.77752, 7.52140, 4.58250)  -0.80
C (4.26252, 7.36030, 3.10396)  0.01
C (3.69851, 6.14913, 2.32940)  -0.81
N (5.72272, 7.53966, 3.03578)  -0.67
H (0.75520, 7.54233, 5.74491)  0.29
H (2.00998, 8.48820, 6.41325)  0.32
H (1.94420, 6.71258, 6.52234)  0.34
H (4.01386, 8.51366, 4.96676)  0.42
H (4.33253, 6.80323, 5.18607)  0.35
H (3.77507, 8.16243, 2.54980)  0.31
H (4.06513, 6.02034, 1.31102)  0.03
H (2.60904, 6.14480, 2.29571)  0.48
H (4.00077, 5.25149, 2.86882)  0.24
H (6.10260, 6.79525, 3.60292)  0.28
H (5.99767, 8.39341, 3.50014)  0.30
C (-3.13245, -5.74487, 2.96323)  -0.69
O (-2.26953, -5.91495, 1.82567)  -0.28
C (-1.01133, -5.35521, 2.03256)  -0.24
C (-0.11164, -5.50495, 0.76739)  1.11
C (0.40501, -6.94270, 0.48951)  -1.75
N (1.10747, -4.69650, 0.79504)  -0.40
H (-4.12381, -6.16911, 2.80409)  0.04
H (-3.08341, -4.75820, 3.42386)  0.26
H (-2.64893, -6.36097, 3.72133)  0.51
H (-1.04810, -4.28210, 2.22012)  -0.19
H (-0.45275, -5.75325, 2.87970)  0.39
H (-0.67976, -5.13807, -0.08744)  -0.43
H (0.93434, -7.36594, 1.34320)  0.46
H (0.94431, -7.23802, -0.41052)  0.42
H (-0.39053, -7.67368, 0.34497)  0.41
H (1.81009, -5.20304, 1.31450)  0.25
H (1.58429, -4.74588, -0.09395)  0.27
C (4.31702, 2.35596, 1.61817)  -0.61
O (4.76965, 2.78210, 0.35142)  0.04
C (6.00615, 3.59966, 0.45552)  -0.67
C (6.52981, 3.84055, -0.99501)  1.54
C (6.95893, 2.57467, -1.80394)  -1.39
N (7.55774, 4.86640, -1.00730)  -0.83
H (5.11727, 1.89713, 2.19884)  0.53
H (3.61194, 1.57053, 1.34605)  -0.08
H (3.82606, 3.05528, 2.29494)  0.04
H (5.76570, 4.55545, 0.92109)  0.05
H (6.76104, 3.03076, 0.99828)  0.42
H (5.66476, 4.21387, -1.54311)  -0.42
H (6.12442, 1.87455, -1.76499)  0.02
H (7.73892, 2.08217, -1.22328)  0.32
H (7.33446, 2.92733, -2.76453)  0.43
H (7.48920, 5.24829, -1.93980)  0.33
H (7.25457, 5.66969, -0.47541)  0.30
C (-6.57718, -5.31403, 3.86549)  -0.75
O (-6.70846, -5.90448, 2.59104)  -0.32
C (-7.72379, -5.24070, 1.80391)  -0.54
C (-7.81775, -5.92854, 0.41284)  0.45
C (-6.50209, -5.81364, -0.35011)  -1.22
N (-8.91482, -5.41445, -0.42104)  -0.77
H (-6.03560, -6.07945, 4.42129)  0.26
H (-7.47961, -5.10230, 4.43898)  0.38
H (-6.02591, -4.37676, 3.78982)  0.21
H (-8.71612, -5.34670, 2.24225)  0.40
H (-7.48333, -4.17889, 1.75053)  -0.11
H (-8.03521, -6.99172, 0.51511)  0.41
H (-6.28237, -4.80549, -0.70146)  0.14
H (-6.48049, -6.45318, -1.23251)  0.50
H (-5.69792, -6.20701, 0.27173)  0.34
H (-8.52408, -4.62867, -0.92101)  0.31
H (-8.94725, -6.16170, -1.09975)  0.36
C (-3.59801, -5.65456, -2.65914)  -0.41
O (-3.15242, -6.16356, -3.88683)  -0.42
C (-2.43617, -7.39849, -3.80197)  -0.97
C (-1.12597, -7.21034, -3.04253)  1.21
C (-0.19156, -6.13851, -3.65803)  -1.33
N (-0.44652, -8.53702, -3.02226)  -0.74
H (-4.42977, -4.96205, -2.78839)  0.24
H (-2.77209, -5.12377, -2.18562)  -0.08
H (-3.95168, -6.44242, -1.99409)  0.44
H (-2.90365, -8.26766, -3.33925)  0.37
H (-2.31988, -7.72623, -4.83500)  0.37
H (-1.36131, -6.93326, -2.01494)  -0.16
H (0.71589, -6.04375, -3.06165)  0.38
H (-0.65007, -5.15303, -3.73987)  0.14
H (-0.03817, -6.39313, -4.70672)  0.39
H (-0.93523, -9.22778, -2.47079)  0.28
H (0.45588, -8.47062, -2.57351)  0.28
C (0.96883, 3.64799, 1.53939)  -1.12
O (0.90750, 2.28226, 1.06637)  0.38
C (0.76506, 1.30879, 2.16430)  -1.22
C (0.52571, -0.06938, 1.43367)  -0.69
N (-0.82921, -0.16002, 0.84800)  2.18
C (-1.06823, -1.46378, 0.28696)  -1.16
C (-2.49531, -1.88728, -0.04907)  -0.43
O (-3.19672, -1.93632, 1.20770)  0.68
C (-4.49020, -2.46866, 0.91253)  -1.04
H (1.84454, 3.91324, 2.13174)  0.29
H (0.04267, 3.99399, 1.99831)  0.47
H (1.04966, 4.24301, 0.62971)  0.17
H (-0.18489, 1.59103, 2.61821)  0.46
H (1.52903, 1.44509, 2.92972)  0.28
H (0.53752, -0.89540, 2.14476)  0.33
H (1.28990, -0.19069, 0.66595)  0.69
H (-0.97852, 0.56381, 0.15961)  -1.34
H (-0.78905, -2.16718, 1.07143)  -0.16
H (-0.46614, -1.63988, -0.60444)  0.62
H (-2.41039, -2.84173, -0.56860)  -0.10
H (-2.99850, -1.17007, -0.69754)  0.39
H (-4.44605, -3.54484, 0.74522)  0.25
H (-4.95379, -2.12572, -0.01244)  0.26
H (-5.17359, -2.23810, 1.72979)  0.14
C (-2.49198, 2.49628, -0.20031)  -0.63
O (-2.03994, 1.67494, -1.24080)  -0.19
C (-1.01007, 2.28958, -2.04263)  -0.01
C (-0.94952, 1.67203, -3.49911)  -0.82
N (-0.98090, 0.18160, -3.40748)  0.17
C (-1.34492, -0.48700, -4.66409)  -0.95
C (-2.84407, -0.40401, -5.00993)  -0.67
O (-3.71105, -0.77086, -3.94599)  -0.29
C (-3.84360, -2.14320, -3.69068)  -0.42
H (-1.75800, 2.44554, 0.60393)  -0.01
H (-3.43147, 2.00002, 0.04293)  0.08
H (-2.79191, 3.48402, -0.55031)  0.39
H (-0.03294, 2.17377, -1.57369)  -0.31
H (-1.17311, 3.34302, -2.27018)  0.73
H (0.02923, 2.01281, -3.83677)  0.06
H (-1.68426, 2.06225, -4.20337)  0.51
H (-1.55743, -0.07964, -2.62041)  -0.06
H (-1.06303, -1.53693, -4.58491)  0.33
H (-0.74340, -0.18114, -5.52009)  0.45
H (-3.05935, -0.93663, -5.93625)  0.49
H (-3.01901, 0.63006, -5.30690)  0.33
H (-4.27682, -2.59680, -4.58212)  0.42
H (-4.32891, -2.45542, -2.76598)  0.01
H (-2.84849, -2.53972, -3.48912)  0.19
C (1.50953, 9.11516, -2.91096)  -0.56
O (0.27100, 8.61440, -3.45983)  -0.35
C (0.33527, 8.33000, -4.83151)  -0.87
C (1.24884, 7.14314, -5.30311)  -0.25
N (0.65950, 5.91411, -4.83988)  -0.42
C (1.62909, 4.79834, -4.71345)  -0.52
C (2.69458, 5.01400, -3.57158)  -0.09
O (2.11099, 5.44954, -2.33529)  -0.37
C (2.97546, 5.35845, -1.23674)  -0.70
H (1.23561, 9.73270, -2.05556)  0.31
H (2.16777, 9.68163, -3.56970)  0.35
H (2.10795, 8.35931, -2.40235)  0.05
H (0.45593, 9.19432, -5.48457)  0.44
H (-0.69548, 7.99663, -4.95205)  0.36
H (2.25908, 7.38492, -4.97286)  0.20
H (1.36059, 7.18794, -6.38644)  0.44
H (0.37407, 6.14224, -3.89830)  0.35
H (2.03121, 4.66057, -5.71715)  0.47
H (1.04357, 3.90259, -4.50634)  -0.38
H (3.47451, 5.71534, -3.86812)  0.35
H (3.24039, 4.07686, -3.46224)  0.18
H (3.93151, 5.78293, -1.54316)  0.54
H (2.93925, 4.28949, -1.02675)  0.11
H (2.62581, 5.87293, -0.34167)  0.33
C (2.76590, 1.28547, -2.08463)  0.62
O (3.85121, 0.42996, -2.40594)  -0.28
C (4.00144, 0.24306, -3.84402)  -0.49
C (5.01838, -0.86382, -4.22690)  -0.86
N (6.32930, -0.45055, -3.78522)  -0.20
C (7.41350, -1.49915, -4.03951)  -0.90
C (8.73121, -1.09138, -3.32677)  -0.55
O (8.50494, -1.05300, -1.90389)  -0.26
C (9.72549, -0.73875, -1.27518)  -0.83
H (1.83523, 0.74443, -2.25556)  0.41
H (2.76524, 2.22446, -2.63816)  -0.59
H (2.71009, 1.57417, -1.03504)  -0.21
H (4.41870, 1.16133, -4.25727)  0.23
H (3.06582, -0.06095, -4.31339)  0.44
H (5.07165, -1.07958, -5.29401)  0.42
H (4.77466, -1.77487, -3.68038)  0.41
H (6.30999, -0.19513, -2.80824)  0.17
H (7.59796, -1.54400, -5.11285)  0.39
H (7.08355, -2.51562, -3.82498)  0.40
H (9.10068, -0.15103, -3.73584)  0.33
H (9.46196, -1.85257, -3.60009)  0.48
H (10.01747, 0.28369, -1.51489)  0.33
H (10.53852, -1.41370, -1.54262)  0.32
H (9.50100, -0.67024, -0.21075)  0.26

## Properties
- SMILES: COC[C@H](C)N.COC[C@H](C)N.COC[C@H](C)N.COC[C@H](C)N.COC[C@H](C)N.COC[C@H](C)N.COC[C@H](C)N.COC[C@H](C)N.COCCNCCOC.COCCNCCOC.COCCNCCOC.COCCNCCOC
- Net charge: 0
- Energy relative to the best compared isomer or geometry (same formula, charge and spin): 115.0 kcal per mole

The following is a DFT calculation (the ωB97M-V functional and the def2-TZVPD basis) of a molecular structure, C57H57BrN2O3PS3W at a distorted geometry.

Last column: Mulliken charge in e.
Geometry (Å):
W (0.13033, -0.50575, 0.18787)  0.03
O (0.62760, -0.42277, 1.94017)  0.13
C (1.49239, -0.92783, 2.95579)  2.81
C (2.50427, -1.82742, 2.24322)  -2.66
C (2.01383, -2.90539, 1.30044)  0.44
C (2.39440, -4.21684, 1.50910)  -0.48
C (2.20508, -5.15201, 0.50188)  -1.36
C (1.76265, -4.70360, -0.72442)  -0.80
C (1.39061, -3.37162, -0.87743)  0.29
C (1.10013, -2.86865, -2.26705)  -0.97
C (1.32675, -1.35925, -2.45642)  0.61
O (0.34393, -0.77260, -1.61301)  1.03
C (2.70527, -0.92424, -1.98184)  0.77
C (3.84177, -1.48663, -2.56003)  0.27
C (5.11246, -1.12655, -2.14120)  -1.20
C (5.27670, -0.19873, -1.12155)  -0.97
C (4.15633, 0.34500, -0.51682)  -1.25
C (2.88411, -0.01981, -0.94504)  0.83
C (0.99021, -0.96688, -3.89483)  0.01
C (-0.31948, -1.17213, -4.32159)  -0.29
C (-0.69528, -0.86681, -5.61746)  -1.06
C (0.23804, -0.36022, -6.51192)  -0.78
C (1.53582, -0.13053, -6.08746)  -0.95
C (1.91063, -0.42169, -4.78126)  -0.32
N (1.38553, -2.52577, 0.16070)  0.77
C (0.62304, -1.63299, 3.98463)  -0.87
C (0.99073, -2.83231, 4.57782)  0.29
C (0.15301, -3.44650, 5.50235)  -1.03
C (-1.05544, -2.86249, 5.84198)  -0.81
C (-1.41790, -1.65176, 5.26280)  -0.75
C (-0.58371, -1.03754, 4.34372)  0.34
C (2.24936, 0.25244, 3.56594)  0.14
C (2.48368, 1.40442, 2.82043)  -0.53
C (3.23935, 2.44208, 3.34818)  -1.08
C (3.76731, 2.33988, 4.62662)  -0.79
C (3.53714, 1.19375, 5.37294)  -0.95
C (2.78271, 0.15538, 4.84591)  -0.50
H (3.16339, -2.27349, 2.98631)  0.94
H (3.13727, -1.16805, 1.64084)  0.49
H (2.86984, -4.49675, 2.43855)  0.58
H (2.47425, -6.18887, 0.65087)  0.47
H (1.72168, -5.36422, -1.58000)  0.62
H (0.06646, -3.08506, -2.54652)  -0.15
H (1.74198, -3.42458, -2.95293)  0.91
H (3.72890, -2.20899, -3.35898)  0.53
H (5.97750, -1.57381, -2.61247)  0.47
H (6.26769, 0.08560, -0.79445)  0.49
H (4.25852, 1.05114, 0.29903)  0.58
H (2.07452, 0.49771, -0.40844)  -0.46
H (-1.06218, -1.52605, -3.61618)  0.69
H (-1.72203, -1.01330, -5.92737)  0.46
H (-0.05197, -0.12906, -7.52847)  0.41
H (2.26375, 0.29218, -6.76760)  0.46
H (2.91916, -0.20061, -4.46458)  0.46
H (1.92983, -3.30850, 4.33380)  0.41
H (0.45047, -4.38279, 5.95630)  0.48
H (-1.70788, -3.34229, 6.55941)  0.44
H (-2.35587, -1.18209, 5.53216)  0.48
H (-0.87682, -0.10305, 3.87838)  0.08
H (2.06116, 1.51230, 1.82903)  0.81
H (3.40641, 3.33531, 2.75998)  0.52
H (4.35159, 3.15042, 5.04115)  0.42
H (3.94180, 1.10701, 6.37248)  0.46
H (2.59582, -0.72978, 5.44198)  0.48
C (-5.15100, 0.58154, -0.54744)  -1.48
C (-4.22916, -0.40827, 0.10517)  0.66
C (-4.67235, -1.41730, 0.94582)  -1.04
C (-3.75710, -2.31254, 1.48294)  -0.91
C (-2.41659, -2.16137, 1.19230)  -0.50
Br (-1.23779, -3.47842, 1.82249)  0.15
N (-1.94651, -1.14701, 0.44384)  1.28
C (-2.86477, -0.32954, -0.10950)  1.22
H (-6.16899, 0.46340, -0.18012)  0.44
H (-5.15021, 0.44828, -1.62916)  0.31
H (-4.82419, 1.60355, -0.35378)  0.23
H (-5.72525, -1.51498, 1.18001)  0.49
H (-4.07039, -3.12772, 2.11812)  0.65
H (-2.47145, 0.45345, -0.73715)  -1.51
S (-2.36649, 1.47793, -2.96380)  -0.47
P (-1.00463, 2.48011, -1.99532)  1.35
S (-0.35953, 1.85609, -0.09971)  -0.73
C (0.49411, 2.71597, -3.00249)  0.99
C (1.77162, 2.79269, -2.46224)  -0.54
C (2.86557, 3.04120, -3.28181)  -0.95
C (2.68081, 3.24702, -4.63994)  -0.73
C (1.40344, 3.18729, -5.18159)  -0.66
C (0.31426, 2.90984, -4.37210)  -0.84
C (-1.52679, 4.16578, -1.57073)  0.56
C (-2.85322, 4.54233, -1.73295)  -0.57
C (-3.25514, 5.82432, -1.38075)  -0.74
C (-2.33364, 6.72636, -0.87158)  -0.49
C (-1.00405, 6.35258, -0.71688)  -0.77
C (-0.59862, 5.07529, -1.06639)  -0.45
H (1.91024, 2.67422, -1.39858)  0.62
H (3.85879, 3.08589, -2.85216)  0.44
H (3.53066, 3.45484, -5.27758)  0.40
H (1.25564, 3.34312, -6.24227)  0.46
H (-0.67750, 2.83472, -4.79941)  0.43
H (-3.55904, 3.83301, -2.14661)  0.39
H (-4.28762, 6.12055, -1.51191)  0.43
H (-2.64816, 7.72639, -0.60328)  0.41
H (-0.28260, 7.06037, -0.33024)  0.43
H (0.43893, 4.78624, -0.95082)  0.29
C (-1.96903, 3.08529, 4.42641)  -0.68
C (-3.30224, 2.33855, 4.19986)  -0.63
C (-3.07486, 1.60263, 2.87632)  -0.25
O (-1.66739, 1.46061, 2.75520)  0.50
C (-1.13069, 2.70164, 3.20352)  -0.21
H (-1.48792, 2.74683, 5.34334)  0.25
H (-2.10057, 4.16369, 4.49910)  0.40
H (-4.15720, 3.01074, 4.14624)  0.37
H (-3.48945, 1.62961, 5.00599)  0.22
H (-3.45549, 2.18916, 2.02835)  0.17
H (-3.51712, 0.60570, 2.84018)  0.11
H (-1.22750, 3.44620, 2.40340)  0.23
H (-0.07440, 2.55170, 3.41964)  0.00
C (-2.41416, -4.22432, -3.60772)  -0.91
S (-2.56294, -3.47202, -1.97503)  0.50
C (-3.15705, -4.90999, -1.05936)  -1.00
H (-1.73874, -5.07891, -3.58215)  0.31
H (-2.00607, -3.47269, -4.28188)  0.17
H (-3.39110, -4.53619, -3.97300)  0.42
H (-3.49936, -4.56158, -0.08698)  0.21
H (-2.36823, -5.64732, -0.91719)  0.26
H (-3.99840, -5.36253, -1.58203)  0.42

## Properties
- Net charge: +1
- Energy relative to the best compared isomer or geometry (same formula, charge and spin): 0.0 kcal per mole